Record 1
{
  "formula": "C3H7NO2",
  "method": "ωB97M-V/def2-TZVPD",
  "species": ["C", "C", "N", "O", "C", "O", "H", "H", "H", "H", "H", "H", "H"],
  "xyz": [[-0.934825, 1.248224, -0.398437], [-0.773935, -0.068472, -0.073637], [-1.446251, -1.126217, 0.081295], [-0.708309, -2.288521, 0.391475], [1.345038, -0.474694, 0.318070], [2.096032, 0.517114, 0.171516], [-1.216626, 1.972054, 0.366913], [0.557505, 1.962647, -0.469788], [-1.123986, 1.541082, -1.432639], [-1.419532, -2.946661, 0.483558], [1.285926, -1.251381, -0.463347], [1.016764, -0.781775, 1.326598], [1.322197, 1.696597, -0.301582]],
  "forces_ev_per_angstrom": [[-0.225, -0.533, 0.139], [-0.592, -0.130, -0.093], [0.458, 0.611, -0.063], [-0.399, 0.006, -0.018], [0.392, 0.129, 0.017], [-0.478, -0.551, 0.062], [0.174, -0.220, -0.153], [0.154, 0.058, -0.025], [0.219, -0.124, 0.276], [0.414, 0.351, -0.047], [-0.002, 0.246, 0.145], [0.059, 0.138, -0.237], [-0.174, 0.016, -0.005]],
  "e_tot_ev": -8802.9862
}


Record 2
{
  "formula": "C3H7NO2",
  "method": "ωB97M-V/def2-TZVPD",
  "species": ["C", "C", "O", "C", "N", "O", "H", "H", "H", "H", "H", "H", "H"],
  "xyz": [[1.662359, 0.726186, -0.865028], [0.152174, 0.616770, -0.882705], [-0.213137, -0.544708, -0.128648], [-1.237797, -0.399930, 0.739983], [-1.402030, -1.555469, 1.451368], [-1.924931, 0.592140, 0.858820], [2.121642, -0.132707, -1.362711], [2.023030, 0.759245, 0.166668], [1.982318, 1.641734, -1.373076], [-0.328325, 1.494773, -0.446322], [-0.225035, 0.494709, -1.902383], [-1.967635, -1.473810, 2.279160], [-0.642632, -2.218933, 1.464872]],
  "forces_ev_per_angstrom": [[0.045, -0.003, -0.005], [0.091, 0.275, -0.187], [-0.146, 0.027, 0.134], [-0.174, 0.153, 0.069], [0.035, 0.042, 0.074], [0.311, -0.424, -0.043], [-0.031, 0.119, 0.056], [-0.018, 0.034, -0.110], [-0.049, -0.150, 0.039], [0.065, -0.136, -0.020], [0.005, -0.025, 0.102], [-0.002, -0.043, -0.079], [-0.131, 0.130, -0.031]],
  "e_tot_ev": -8810.3567,
  "smiles": "CCOC(N)=O"
}


Record 3
{
  "formula": "C3H7NO2",
  "method": "ωB97M-V/def2-TZVPD",
  "species": ["N", "C", "O", "C", "C", "O", "H", "H", "H", "H", "H", "H", "H"],
  "xyz": [[-0.323709, 1.874781, 0.567403], [0.246081, 1.212554, -0.572268], [0.149645, 1.666492, -1.684306], [0.898915, -0.143594, -0.327076], [-0.173712, -1.226336, -0.223181], [-0.960929, -0.967420, 0.931100], [-1.057284, 1.248251, 0.908698], [0.367919, 1.854291, 1.315329], [1.482434, -0.141022, 0.600842], [1.559695, -0.374703, -1.166989], [-0.793356, -1.210179, -1.131702], [0.308956, -2.211529, -0.154743], [-1.704655, -1.581586, 0.936893]],
  "forces_ev_per_angstrom": [[0.087, -0.029, 0.005], [0.010, 0.007, -0.394], [-0.020, -0.184, 0.479], [0.087, -0.019, 0.002], [0.204, -0.049, -0.310], [-0.268, -0.194, 0.046], [0.029, 0.167, -0.018], [-0.073, -0.010, -0.002], [-0.077, 0.026, -0.118], [-0.108, 0.034, 0.095], [0.088, -0.010, 0.141], [-0.071, 0.163, 0.021], [0.112, 0.097, 0.053]],
  "e_tot_ev": -8809.2265,
  "smiles": "NC(=O)CCO"
}


Record 4
{
  "formula": "C3H7NO2",
  "method": "ωB97M-V/def2-TZVPD",
  "species": ["C", "C", "O", "H", "H", "H", "H", "N", "C", "O", "H", "H", "H"],
  "xyz": [[0.419808, -0.055838, -1.759167], [-0.576107, 1.019246, -1.498250], [-1.395517, 1.022691, -0.607630], [1.445048, 0.322889, -1.820757], [0.436830, -0.880700, -1.047526], [0.175699, -0.459792, -2.752556], [-0.582498, 1.882259, -2.184555], [-0.592966, -0.742665, 1.653377], [0.481122, -0.168094, 2.252980], [1.167587, 0.711036, 1.792491], [-0.720285, -0.470410, 0.690248], [-0.926234, -1.617438, 2.011278], [0.667514, -0.563184, 3.270069]],
  "forces_ev_per_angstrom": [[0.391, -0.424, -0.534], [-0.437, 0.425, 0.647], [0.290, -0.389, -0.223], [-0.216, 0.239, -0.041], [-0.310, 0.182, 0.088], [0.138, 0.010, 0.117], [0.257, -0.066, -0.230], [0.784, 0.293, 0.032], [-0.146, -0.335, 0.684], [0.048, 0.188, -0.369], [-0.604, -0.043, -0.038], [-0.177, -0.039, -0.079], [-0.018, -0.042, -0.056]],
  "e_tot_ev": -8809.3874,
  "smiles": "CC=O.NC=O"
}


Record 5
{
  "formula": "C3H7NO2",
  "method": "ωB97M-V/def2-TZVPD",
  "species": ["N", "C", "O", "H", "C", "C", "O", "H", "H", "H", "H", "H", "H"],
  "xyz": [[2.241310, 0.060831, 0.640246], [1.848026, -0.804807, 1.404248], [1.325500, -1.578843, 2.102604], [3.205536, 0.174573, 0.366047], [-1.542584, 0.279183, 0.204174], [-0.862346, 0.003492, -1.129216], [0.180877, 0.909412, -1.411478], [-1.828013, 1.332743, 0.268904], [-0.880019, 0.057365, 1.048705], [-2.440605, -0.335104, 0.319810], [-0.506061, -1.039701, -1.160102], [-1.585624, 0.117458, -1.943509], [0.843997, 0.823394, -0.710437]],
  "forces_ev_per_angstrom": [[-0.047, -0.330, 0.338], [-0.261, -0.204, 0.094], [0.429, 0.548, -0.441], [-0.067, -0.045, 0.062], [0.018, 0.049, 0.075], [-0.339, -0.232, -0.024], [0.250, 0.105, 0.116], [-0.006, -0.106, -0.028], [-0.060, 0.029, -0.103], [0.091, 0.038, -0.018], [-0.012, 0.160, -0.009], [0.100, -0.024, 0.099], [-0.094, 0.012, -0.163]],
  "e_tot_ev": -8809.3872,
  "smiles": "N=C=O.CCO"
}


Record 6
{
  "formula": "C3H7NO2",
  "method": "ωB97M-V/def2-TZVPD",
  "species": ["C", "C", "N", "C", "O", "O", "H", "H", "H", "H", "H", "H", "H"],
  "xyz": [[-0.748621, 1.400810, 2.122096], [-0.241925, 0.223386, 1.297252], [-0.140832, 0.469063, -0.138425], [0.277481, -0.553625, -0.916207], [0.326286, -1.708942, -0.556986], [0.707146, -0.120569, -2.121020], [-0.310317, 1.258188, 3.108676], [-0.550972, 2.394703, 1.727125], [-1.827102, 1.327867, 2.278071], [0.719457, -0.140260, 1.661555], [-0.908161, -0.630531, 1.430214], [-0.413144, 1.328654, -0.546154], [0.710280, -0.828237, -2.755610]],
  "forces_ev_per_angstrom": [[-0.388, -0.595, 0.227], [-0.391, -0.324, -0.314], [0.273, -0.601, 0.642], [0.108, -0.268, 0.181], [0.071, 0.034, -0.145], [-0.353, 1.067, -0.042], [0.048, 0.498, 0.075], [0.390, -0.048, -0.003], [-0.002, 0.069, -0.195], [0.169, 0.259, -0.097], [-0.082, 0.028, 0.126], [0.054, 0.673, -0.263], [0.103, -0.793, -0.192]],
  "e_tot_ev": -8810.2276,
  "smiles": "CCNC(=O)O"
}


Record 7
{
  "formula": "C3H7NO2",
  "method": "ωB97M-V/def2-TZVPD",
  "species": ["N", "C", "O", "C", "C", "O", "H", "H", "H", "H", "H", "H", "H"],
  "xyz": [[0.735665, 0.061250, -2.459897], [0.149182, -0.583389, -1.451971], [0.839708, -0.258476, -0.342833], [0.291798, -0.803127, 0.865951], [-0.994254, -0.075064, 1.212533], [-0.789458, 1.318934, 1.285551], [0.363945, -0.044199, -3.389147], [1.560064, 0.644867, -2.337556], [1.056038, -0.629028, 1.627929], [0.122450, -1.877985, 0.745458], [-1.754779, -0.331463, 0.460676], [-1.354357, -0.397506, 2.194478], [-0.403309, 1.577064, 0.437520]],
  "forces_ev_per_angstrom": [[-0.174, -0.164, 0.010], [0.493, 0.372, -0.121], [-0.188, -0.131, -0.298], [-0.036, -0.065, 0.280], [-0.100, -0.349, 0.036], [0.074, 0.154, -0.190], [0.053, -0.033, 0.145], [-0.118, -0.078, 0.035], [-0.109, -0.026, -0.093], [0.000, 0.156, -0.004], [0.097, 0.073, 0.133], [0.065, -0.001, -0.126], [-0.057, 0.092, 0.193]],
  "e_tot_ev": -8807.8511
}


Record 8
{
  "formula": "C3H7NO2",
  "method": "ωB97M-V/def2-TZVPD",
  "species": ["C", "C", "O", "C", "N", "O", "H", "H", "H", "H", "H", "H", "H"],
  "xyz": [[-1.642385, 0.328830, 0.017039], [-0.277683, -0.160240, 0.522383], [-0.112336, -1.567167, 0.426931], [0.833983, 0.587608, -0.279254], [2.040611, -0.028534, -0.240862], [0.642100, 1.602159, -0.929301], [-2.242843, 0.789856, 0.806632], [-2.238360, -0.464716, -0.459021], [-1.446555, 1.108605, -0.716516], [-0.184050, -0.018929, 1.610240], [-0.356230, -1.788946, -0.479831], [2.136275, -0.838695, 0.352048], [2.847470, 0.450173, -0.630492]],
  "forces_ev_per_angstrom": [[-0.101, 0.242, 0.037], [-0.523, 0.172, 0.102], [0.056, -0.117, -0.498], [0.233, 0.086, -0.098], [0.096, 0.060, 0.214], [-0.045, -0.324, 0.465], [0.073, -0.258, -0.039], [0.305, 0.109, 0.268], [-0.212, -0.004, -0.076], [0.216, 0.580, -0.431], [0.080, -0.322, 0.061], [0.208, 0.083, -0.192], [-0.385, -0.306, 0.187]],
  "e_tot_ev": -8809.8421,
  "smiles": "C[C@@H](O)C(N)=O"
}


Record 9
{
  "formula": "C3H7NO2",
  "method": "ωB97M-V/def2-TZVPD",
  "species": ["C", "C", "C", "N", "O", "O", "H", "H", "H", "H", "H", "H", "H"],
  "xyz": [[2.787455, 0.094037, -0.219600], [-1.853985, -0.256200, -0.467094], [0.327206, 0.543930, 0.955159], [-0.387370, -0.410318, -0.040091], [3.483000, -0.111559, 0.673752], [2.217786, 0.285189, -1.242133], [-2.472410, -1.090386, -0.144324], [-2.197820, 0.555564, 0.138169], [-2.077067, -0.008258, -1.463960], [0.229376, 1.538705, 0.441030], [-0.003077, 0.382390, 1.956531], [-0.191174, -1.291825, 0.249483], [0.138081, -0.231270, -0.836916]],
  "forces_ev_per_angstrom": [[-1.362, 0.492, -1.431], [0.017, -0.169, 2.633], [0.416, 0.193, -2.045], [-1.986, 3.426, 0.208], [0.426, -0.105, 0.344], [0.848, -0.372, 1.033], [0.309, -0.394, -0.153], [-0.238, 0.663, 0.283], [0.522, 0.043, -1.513], [-0.142, -0.708, 1.150], [-0.741, 0.230, 0.454], [0.511, -3.342, 0.932], [1.420, 0.043, -1.896]],
  "e_tot_ev": -8806.9322
}


Record 10
{
  "formula": "C3H7NO2",
  "method": "ωB97M-V/def2-TZVPD",
  "species": ["C", "N", "C", "O", "C", "O", "H", "H", "H", "H", "H", "H", "H"],
  "xyz": [[-1.438306, 0.248205, 1.450849], [-0.559081, 0.317808, 0.300136], [0.259533, -0.684668, -0.063061], [0.465254, -1.754195, 0.453639], [1.520819, 0.005657, -1.319146], [0.851504, 0.785349, -2.171831], [-2.475857, 0.431132, 1.157708], [-1.351166, -0.755881, 1.870310], [-1.142253, 0.980168, 2.208777], [-0.538980, 1.140179, -0.296687], [1.984568, -0.933963, -1.665627], [2.119428, 0.469566, -0.512247], [0.304537, -0.249356, -1.412822]],
  "forces_ev_per_angstrom": [[-0.082, -0.047, 0.143], [0.159, -0.101, -0.115], [-0.159, -0.242, 0.375], [-0.057, 0.425, -0.180], [0.357, -0.120, 0.034], [0.072, 0.065, -0.130], [0.153, -0.027, 0.037], [-0.047, 0.155, -0.024], [-0.052, -0.108, -0.102], [0.010, -0.115, 0.068], [-0.073, 0.164, -0.002], [-0.144, -0.049, -0.085], [-0.136, 0.000, -0.016]],
  "e_tot_ev": -8805.4802
}